A cluster of 10 separate species, C30H52Cl6O21 in total, computed with the ωB97M-V functional and the def2-TZVPD basis.

Structure (XYZ):
```
109
C30H52Cl6O21 (the ωB97M-V functional and the def2-TZVPD basis)
C -3.7929 -1.1964 -3.1003
C -3.8806 -1.1942 -1.5725
O -4.3047 0.1067 -1.1691
C -5.0986 0.2221 -0.1092
O -5.3496 -0.6429 0.6763
O -5.5004 1.4827 -0.0683
C -6.3545 1.9186 0.9814
H -3.6314 -2.2118 -3.4628
H -2.9051 -0.6569 -3.4329
H -4.7075 -0.7465 -3.4800
H -2.8739 -1.3277 -1.1658
H -4.5361 -1.9730 -1.1886
H -6.5038 2.9921 0.8917
H -5.8928 1.6564 1.9303
H -7.3615 1.5066 0.8982
C 7.7274 1.5413 0.6843
C 6.2460 1.5488 0.3413
O 5.8705 0.2905 -0.2116
C 5.5157 -0.6964 0.6237
O 5.7003 -0.6732 1.8114
O 4.8821 -1.6780 0.0178
C 4.8362 -1.8788 -1.3890
H 8.2980 1.2142 -0.1863
H 7.9026 0.9024 1.5465
H 8.1364 2.5322 0.8931
H 6.0121 2.3029 -0.4093
H 5.6094 1.7458 1.2061
H 5.5261 -1.2826 -1.9847
H 3.8162 -1.6981 -1.7111
H 5.1037 -2.9059 -1.6297
C 1.3925 -1.7056 -1.0756
C 0.6746 -0.5244 -1.6708
O 0.0188 0.0758 -0.5167
C -0.7179 1.1541 -0.7010
O -1.0006 1.6671 -1.7498
O -1.1833 1.4970 0.4939
C -2.0769 2.5799 0.6144
H 0.6986 -2.3588 -0.5514
H 2.2481 -1.3699 -0.4881
H 1.8594 -2.2626 -1.8927
H -0.0788 -0.8737 -2.3725
H 1.4370 0.1754 -2.0083
H -1.8263 3.2456 1.4375
H -3.1190 2.2676 0.7106
H -2.0661 3.1480 -0.3183
O -1.3809 -4.3456 1.4321
C -1.3899 -3.2844 1.9733
O -2.1021 -3.0232 3.0815
C -1.8070 -1.7246 3.5460
C -1.2077 -1.0900 2.3353
O -0.6554 -2.2095 1.6018
H -2.7042 -1.1865 3.8617
H -1.1644 -1.6824 4.4306
H -0.4524 -0.3371 2.5629
H -1.8858 -0.5905 1.6429
O 2.9469 -5.5898 4.1561
C 2.9264 -4.4713 3.7522
O 3.9183 -3.8781 3.0693
C 3.4829 -2.6260 2.5394
C 2.2736 -2.3708 3.3938
O 1.8400 -3.6558 3.8245
H 4.2100 -1.8464 2.7550
H 3.2843 -2.7210 1.4712
H 1.4564 -1.8151 2.9387
H 2.6192 -1.7593 4.2361
O 4.4927 -7.5032 0.8044
C 3.4735 -6.9347 0.6576
O 2.2626 -7.4178 1.0192
C 1.2377 -6.5067 0.6195
C 1.9978 -5.2191 0.2303
O 3.3037 -5.7413 0.0456
H 0.6995 -6.9036 -0.2406
H 0.6338 -6.4050 1.5176
H 2.0590 -4.5447 1.0884
H 1.6425 -4.7179 -0.6639
O -4.2271 3.0125 3.3771
C -4.6596 4.0404 3.7869
O -4.2536 5.2814 3.5088
C -5.1666 6.2196 4.1155
C -6.3597 5.3570 4.5051
O -5.7676 4.0882 4.5921
H -4.6433 6.6010 4.9897
H -5.4993 7.0033 3.4395
H -7.1950 5.4580 3.8052
H -6.7552 5.6613 5.4758
Cl 4.5975 -3.7910 -4.3766
C 4.1768 -2.9759 -5.8953
C 2.6842 -2.7517 -6.0272
Cl 2.0654 -1.8473 -4.5684
H 4.4686 -3.6308 -6.7143
H 4.6785 -2.0121 -5.9048
H 2.1683 -3.7066 -6.0054
H 2.4678 -2.1205 -6.8822
Cl -3.6520 4.9068 -1.8143
C -3.8723 3.5193 -2.8804
C -2.7453 3.4034 -3.9039
Cl -2.7051 4.7136 -5.1014
H -4.7966 3.6193 -3.4506
H -3.9223 2.6505 -2.2278
H -2.8780 2.4173 -4.3454
H -1.8047 3.4677 -3.3634
Cl 0.7946 7.6822 -1.4681
C -0.2102 6.2605 -0.9578
C 0.7154 5.0807 -0.8280
Cl 1.4362 4.5409 -2.3713
H -0.9725 6.0798 -1.7087
H -0.6499 6.5683 -0.0141
H 0.2046 4.1710 -0.5048
H 1.5178 5.2171 -0.1065
```

Values from the calculation:
Kohn-Sham gap in eV: 10.54
Lowest unoccupied orbital energy in eV: 0.1
Spin multiplicity: 1
HOMO in eV: -10.47
SMILES string: CCOC(=O)OC.CCOC(=O)OC.CCOC(=O)OC.O=C1OCCO1.O=C1OCCO1.O=C1OCCO1.O=C1OCCO1.ClCCCl.ClCCCl.ClCCCl

Here are the Mulliken charges for atoms 1 to 4, given in e: -1.2113, 0.0979, -0.0159, 0.6857

***

A structure of composition C30H52FN5PSSiY, computed with the ωB97M-V functional and the def2-TZVPD basis.

Structure (XYZ):
```
92
C30H52FN5PSSiY (the ωB97M-V functional and the def2-TZVPD basis)
Y -0.3301 -0.1622 -1.8177
C 3.5770 0.1289 -4.5131
Si 2.9317 -0.5557 -2.8913
C 4.3294 -0.8652 -1.6639
C 1.9280 -2.1482 -3.2217
N 1.6652 0.4888 -2.2304
C 1.8443 1.8676 -2.4073
C 3.0454 2.5507 -2.1729
C 3.1691 3.9013 -2.4511
C 2.1091 4.6219 -2.9858
C 0.9009 3.9829 -3.2244
C 0.8111 2.6514 -2.9114
F -0.4258 1.9775 -3.0827
H 4.4294 -0.4555 -4.8653
H 3.9137 1.1590 -4.3934
H 2.8177 0.1181 -5.2978
H 4.4440 -1.9291 -1.4461
H 4.1808 -0.3384 -0.7203
H 5.2745 -0.5205 -2.0887
H 2.4930 -2.8162 -3.8743
H 0.9996 -1.9110 -3.7594
H 1.7078 -2.7158 -2.3095
H 3.8865 2.0003 -1.7671
H 4.1102 4.3986 -2.2567
H 2.2197 5.6725 -3.2121
H 0.0545 4.5010 -3.6564
C -3.0023 -5.4005 -2.4334
C -3.5052 -4.0115 -2.3632
N -4.7264 -3.6394 -2.2076
N -4.6986 -2.2806 -2.2122
C -3.4777 -1.7748 -2.3623
S -3.0391 -0.1524 -2.4598
N -2.6917 -2.8809 -2.4556
N -1.3111 -2.8275 -2.6460
H -3.8319 -6.0819 -2.2661
H -2.2391 -5.5892 -1.6762
H -2.5771 -5.6098 -3.4169
H -5.5563 -1.7552 -2.1355
H -0.8851 -3.5870 -2.1230
H -1.1041 -2.9975 -3.6279
C -3.3365 -0.7119 4.3512
C -3.9702 0.1878 3.2926
C -2.9028 0.7849 2.3471
C -1.6609 -0.1209 2.2982
C -2.1374 -1.5786 2.2837
C -2.6786 -1.9313 3.6819
P -0.4840 0.2700 0.9249
C 1.1660 -0.4684 1.3671
C 1.2703 -1.9041 0.8191
C 2.6102 -2.5072 1.2344
C 2.6636 -2.6858 2.7680
C 1.6493 -1.7876 3.4870
C 1.6003 -0.3987 2.8509
C -0.1750 2.1024 0.9026
C 0.2070 2.7109 2.2674
C -0.1319 4.2100 2.3172
C 0.0808 4.8405 0.9442
C -0.9857 4.3250 -0.0326
C -1.3537 2.8567 0.2587
H -4.0909 -1.0420 5.0641
H -2.6003 -0.1427 4.9243
H -4.5326 0.9938 3.7622
H -4.6882 -0.4047 2.7204
H -2.6264 1.7814 2.6928
H -3.3284 0.8817 1.3443
H -1.0646 0.0294 3.2024
H -1.3479 -2.2776 2.0021
H -2.9339 -1.6739 1.5390
H -1.8661 -2.3041 4.3091
H -3.4067 -2.7388 3.5906
H 1.8520 0.1384 0.7624
H 1.1783 -1.8870 -0.2848
H 0.4650 -2.5342 1.2000
H 3.4054 -1.8343 0.9069
H 2.7712 -3.4637 0.7355
H 3.6692 -2.4505 3.1175
H 2.4760 -3.7268 3.0333
H 1.9201 -1.7005 4.5389
H 0.6532 -2.2398 3.4558
H 2.5958 0.0476 2.9064
H 0.9413 0.2445 3.4332
H 0.6865 2.1987 0.2240
H 1.2794 2.5780 2.4215
H -0.3050 2.2000 3.0855
H 0.4850 4.6939 3.0738
H -1.1737 4.3543 2.6161
H 1.0819 4.5843 0.5816
H 0.0325 5.9269 1.0065
H -0.6260 4.4376 -1.0522
H -1.8888 4.9306 0.0576
H -1.6816 2.3515 -0.6628
H -2.2043 2.8400 0.9352
```

Values from the calculation:
Kohn-Sham gap in eV: 7.90
Lowest unoccupied orbital energy in eV: -5.5
Spin multiplicity: 1
Total charge: +2
Relative energy (zero: lowest compared OMol25 entry of this formula, charge and spin) in eV: 0.575
HOMO in eV: -13.40

Here are the Mulliken charges for atoms 1 to 4, given in e: 0.2947, -1.1493, 0.2460, -1.1714

***

A structure of composition C30H52MnN5O2P2, computed with the ωB97M-V functional and the def2-TZVPD basis.

Structure (XYZ):
```
92
C30H52MnN5O2P2 (the ωB97M-V functional and the def2-TZVPD basis)
Mn -0.1851 -0.6289 0.7740
C -2.3366 -2.9426 4.8451
O -1.1159 -2.4420 4.2299
C -1.1207 -1.9496 3.0439
O -0.0711 -1.4830 2.5578
N -2.2486 -1.9044 2.3041
N -2.0870 -1.3844 1.0070
H -2.0363 -3.2700 5.8325
H -2.7156 -3.7919 4.2780
H -3.0612 -2.1329 4.9248
H -3.1469 -2.2550 2.5986
H -2.7133 -0.5933 0.8816
H -2.3461 -2.0986 0.3283
C 4.8343 1.0327 1.3354
N 4.1816 -0.2838 1.2084
C 5.0262 -1.4918 1.1469
C 2.9013 -0.3685 1.0875
N 1.7487 -0.4397 0.9774
H 5.5267 0.9965 2.1740
H 4.0823 1.7953 1.5245
H 5.3795 1.2656 0.4217
H 5.6830 -1.5011 2.0141
H 5.6221 -1.4782 0.2356
H 4.3977 -2.3780 1.1662
C -2.1331 2.2352 0.9491
P -0.7179 1.4243 1.7433
C 0.6001 2.6387 1.6840
C 0.6979 3.5953 2.6985
C 1.6288 4.6171 2.5928
C 2.4528 4.6962 1.4773
C 2.3451 3.7559 0.4599
C 1.4219 2.7272 0.5630
C -1.1849 1.1356 3.4527
C -2.5308 1.1108 3.8246
C -2.8817 0.8439 5.1414
C -1.8930 0.5987 6.0850
C -0.5520 0.6145 5.7161
C -0.1957 0.8754 4.4041
H -2.4222 3.0849 1.5698
H -3.0052 1.5962 0.8133
H -1.8127 2.6073 -0.0228
H 0.0547 3.5487 3.5681
H 1.7055 5.3573 3.3778
H 3.1734 5.4996 1.3972
H 2.9762 3.8327 -0.4168
H 1.3273 2.0069 -0.2358
H -3.3145 1.3435 3.1125
H -3.9231 0.8593 5.4358
H -2.1659 0.4111 7.1154
H 0.2158 0.4323 6.4562
H 0.8508 0.8863 4.1232
C 1.5424 -0.4095 -4.5940
C 1.4453 -0.5769 -3.0684
C 2.1427 0.6034 -2.3779
C 2.2040 -1.8413 -2.6406
P -0.3563 -0.6901 -2.5498
N -0.2993 -0.3950 -0.9001
C -1.4409 0.6317 -3.2876
C -1.8062 0.3630 -4.7563
C -0.7139 1.9834 -3.1895
C -2.7355 0.7443 -2.4598
C -1.0775 -2.4076 -2.7837
C -0.5536 -3.3955 -1.7249
C -2.6097 -2.3439 -2.6600
C -0.7587 -2.9577 -4.1874
H 2.5994 -0.4866 -4.8573
H 1.1985 0.5657 -4.9304
H 1.0159 -1.1819 -5.1511
H 3.1685 0.6249 -2.7522
H 2.1845 0.4551 -1.3013
H 1.7001 1.5699 -2.5926
H 3.2613 -1.6585 -2.8419
H 1.9252 -2.7224 -3.2101
H 2.0988 -2.0490 -1.5748
H -0.9367 0.2855 -5.4066
H -2.3975 1.2112 -5.1070
H -2.4210 -0.5254 -4.8823
H 0.1494 2.0485 -3.8459
H -0.4078 2.2187 -2.1674
H -1.4156 2.7546 -3.5105
H -3.4848 0.0107 -2.7436
H -3.1669 1.7295 -2.6427
H -2.5453 0.6692 -1.3890
H -0.5387 -2.9815 -0.7141
H 0.4442 -3.7587 -1.9418
H -1.2145 -4.2637 -1.7208
H -2.9597 -1.8599 -1.7460
H -2.9871 -3.3670 -2.6644
H -3.0754 -1.8287 -3.4957
H 0.2970 -3.1733 -4.3291
H -1.0946 -2.3009 -4.9868
H -1.2968 -3.9016 -4.2976
```

Values from the calculation:
Kohn-Sham gap (alpha / beta) in eV: 7.38 / 6.90
Lowest unoccupied orbital energy (alpha / beta) in eV: -9.5 / -10.0
Spin multiplicity: 2
Total charge: +3
HOMO (alpha / beta) in eV: -16.91 / -16.91

Here are the Mulliken charges for atoms 1 to 4, given in e: 0.1237, -0.8902, -0.2708, 0.6041

***

A cluster of 7 separate species, C30H52N6O9 in total, computed with the ωB97M-V functional and the def2-TZVPD basis.

Structure (XYZ):
```
97
C30H52N6O9 (the ωB97M-V functional and the def2-TZVPD basis)
O 4.0820 2.1305 3.7762
C 3.2590 2.6810 3.0928
C 3.5372 3.9516 2.3967
C 2.5229 4.7624 2.1192
C 1.1258 4.4233 2.4915
O 0.3392 5.3187 2.6856
C 0.8173 2.9800 2.6137
C -0.4659 2.4448 2.4200
C -1.6907 3.2591 2.0980
C -2.2162 4.1499 3.2423
O -3.6350 4.0491 3.3754
C -0.5959 1.0540 2.4899
C 0.4750 0.2088 2.7525
C 1.7302 0.7549 2.9848
C 1.8903 2.1263 2.9002
H 4.5508 4.2121 2.1383
H 2.6683 5.7103 1.6246
H -2.4884 2.5443 1.9026
H -1.5900 3.8227 1.1795
H -1.7246 3.9528 4.1874
H -1.9819 5.1812 2.9983
H -3.9955 4.1599 2.4913
H -1.5669 0.6127 2.3133
H 0.3443 -0.8632 2.7482
H 2.5717 0.1132 3.1858
C 3.1736 -4.8854 2.0902
N 2.1615 -3.8360 1.9951
C 0.8424 -3.9055 2.2694
C 0.2928 -5.2285 2.7415
O 0.1195 -2.9192 2.1313
H 3.9510 -4.5752 2.7822
H 3.6238 -5.0369 1.1096
H 2.7345 -5.8182 2.4280
H 2.4594 -2.9233 1.6871
H -0.7739 -5.1175 2.9111
H 0.4522 -6.0007 1.9883
H 0.7681 -5.5307 3.6748
C -0.5716 -3.2931 -1.8310
N 0.6087 -4.1025 -1.6006
C 1.2071 -4.9836 -2.4424
C 0.5848 -5.1713 -3.8063
O 2.2080 -5.5929 -2.0969
H -0.3167 -2.2364 -1.7326
H -1.3348 -3.5337 -1.0881
H -0.9767 -3.4628 -2.8233
H 1.0720 -4.0225 -0.7075
H 1.1739 -5.9000 -4.3543
H -0.4373 -5.5405 -3.7162
H 0.5795 -4.2322 -4.3606
C -3.7542 -0.7435 -0.7265
N -2.9214 0.4283 -0.5240
C -2.9875 1.6179 -1.1663
C -4.0413 1.7818 -2.2343
O -2.2147 2.5238 -0.8686
H -4.2714 -0.9939 0.2014
H -3.1330 -1.5873 -1.0173
H -4.4873 -0.5661 -1.5049
H -2.1942 0.3846 0.1739
H -3.9727 2.7866 -2.6442
H -3.8878 1.0552 -3.0349
H -5.0384 1.6476 -1.8139
C -3.6096 0.9739 -7.1473
N -3.2710 0.1794 -5.9804
C -3.8051 -1.0037 -5.5822
C -4.8932 -1.6018 -6.4417
O -3.4114 -1.5502 -4.5624
H -2.7307 1.0941 -7.7825
H -3.9499 1.9629 -6.8371
H -4.3952 0.4986 -7.7237
H -2.5498 0.5220 -5.3649
H -5.2121 -2.5362 -5.9909
H -5.7498 -0.9298 -6.5017
H -4.5227 -1.8047 -7.4469
C 9.1810 -2.8932 3.4195
N 7.8823 -3.2775 2.8976
C 7.1086 -4.3298 3.2594
C 7.6326 -5.2432 4.3409
O 6.0262 -4.5199 2.7204
H 9.1285 -1.8892 3.8430
H 9.9185 -2.8916 2.6155
H 9.5065 -3.5816 4.1912
H 7.4740 -2.7100 2.1717
H 6.9025 -6.0277 4.5122
H 8.5744 -5.7004 4.0361
H 7.7823 -4.6930 5.2704
C -2.1951 6.1488 0.0015
N -3.1886 5.5207 -0.8511
C -3.9007 6.0656 -1.8646
C -3.6613 7.5241 -2.1803
O -4.7038 5.3920 -2.4975
H -1.2494 5.6165 -0.1115
H -2.5185 6.0789 1.0407
H -2.0482 7.1922 -0.2553
H -3.3842 4.5408 -0.6992
H -4.3015 7.8059 -3.0105
H -3.9045 8.1492 -1.3206
H -2.6219 7.6912 -2.4649
```

Values from the calculation:
Kohn-Sham gap in eV: 8.38
Lowest unoccupied orbital energy in eV: -0.8
Spin multiplicity: 1
HOMO in eV: -9.16
SMILES string: O=C1C=CC(=O)c2c(CCO)cccc21.CNC(C)=O.CNC(C)=O.CNC(C)=O.CNC(C)=O.CNC(C)=O.CNC(C)=O

Here are the Mulliken charges for atoms 1 to 4, given in e: -0.5618, 0.0895, -0.6350, -0.5787

***

A structure of composition C30H53BN7O2P2S5Y, computed with the ωB97M-V functional and the def2-TZVPD basis.

Structure (XYZ):
```
101
C30H53BN7O2P2S5Y (the ωB97M-V functional and the def2-TZVPD basis)
Y -1.4029 0.2294 0.6850
C 1.8658 -0.3995 -3.4342
C 2.0852 0.7679 -2.4651
C 2.8535 0.1432 -1.2894
C 3.0618 1.7428 -3.1447
P 0.3489 1.5643 -1.7074
C 1.4497 2.5955 -0.4529
N 1.7290 1.8703 0.7729
B 0.9073 0.8471 1.4173
N 1.7287 0.4828 2.5692
C 1.3958 -0.4655 3.6092
P -0.0156 -1.5562 3.0790
C -0.6705 -2.0672 4.7792
C -1.5640 -3.3028 4.6353
C 0.3885 -2.3352 5.8548
C -1.5578 -0.9098 5.2526
C 0.8986 -3.0510 2.3623
C -0.1323 -3.9704 1.6937
C 1.7571 -3.8733 3.3239
C 1.8079 -2.4999 1.2555
C 2.8726 1.2470 2.6258
C 3.9144 1.2668 3.5369
C 4.9724 2.1566 3.3254
C 4.9746 3.0059 2.2297
C 3.9218 2.9990 1.3095
C 2.8696 2.1177 1.5047
C -0.6079 1.7208 -3.4993
C -1.0977 0.3094 -3.8962
C -1.8930 2.5519 -3.3802
C 0.1616 2.3358 -4.6729
H 2.8235 -0.9131 -3.5910
H 1.5205 -0.0908 -4.4180
H 1.1635 -1.1319 -3.0295
H 3.6348 -0.5184 -1.6871
H 2.2000 -0.4488 -0.6505
H 3.3558 0.8800 -0.6670
H 3.9829 1.2021 -3.4092
H 3.3634 2.5632 -2.4910
H 2.6717 2.1802 -4.0601
H 0.9409 3.5234 -0.1885
H 2.3936 2.8936 -0.9117
H 1.0817 0.0603 4.5186
H 2.2772 -1.0623 3.8777
H -0.9811 -4.2098 4.4633
H -2.2782 -3.1728 3.8186
H -2.1265 -3.4429 5.5653
H 0.9667 -3.2380 5.6568
H -0.1185 -2.4708 6.8172
H 1.0837 -1.5024 5.9723
H -2.3692 -0.7217 4.5515
H -1.0036 0.0241 5.3605
H -1.9864 -1.1692 6.2282
H -0.7679 -4.4801 2.4161
H 0.3847 -4.7338 1.1029
H -0.7818 -3.4073 1.0248
H 1.1468 -4.4376 4.0310
H 2.4593 -3.2536 3.8871
H 2.3434 -4.5970 2.7466
H 1.2314 -1.9370 0.5209
H 2.2871 -3.3387 0.7392
H 2.5898 -1.8447 1.6445
H 3.9072 0.6102 4.3989
H 5.7954 2.1847 4.0303
H 5.8012 3.6922 2.0843
H 3.9282 3.6776 0.4654
H -1.3304 -0.2884 -3.0164
H -0.3898 -0.2478 -4.5022
H -2.0144 0.4033 -4.4892
H -2.5605 2.1872 -2.5978
H -2.4372 2.4674 -4.3281
H -1.7084 3.6124 -3.2235
H 1.0165 1.7438 -4.9808
H 0.5088 3.3485 -4.4525
H -0.5087 2.4049 -5.5408
S -1.7425 1.6888 2.8820
S -3.6531 1.5511 2.1059
S -4.4677 -0.2162 2.7719
S -3.4568 -1.6257 1.6387
C -5.8907 0.1930 -4.8711
N -5.2404 0.7044 -3.6836
C -4.5827 -0.0918 -2.7917
N -4.1721 -1.2905 -3.2780
S -4.3509 0.3659 -1.2156
H -6.5414 0.9669 -5.2732
H -6.4889 -0.6980 -4.6585
H -5.1662 -0.0573 -5.6510
H -5.6335 1.5185 -3.2412
H -3.9885 -1.3959 -4.2619
H -3.6032 -1.8548 -2.6623
N -1.1402 -1.6167 -0.8283
C -1.4080 -2.5147 -1.5204
N -1.6756 -3.3805 -2.4513
C -1.6577 -4.6721 -2.1434
N -1.6552 -5.8212 -1.9898
C -0.1723 4.8966 -1.9056
O -1.0979 4.2763 -1.0397
C -1.0741 2.8964 -0.9620
O -1.8684 2.4494 -0.1452
H 0.4592 5.5727 -1.3260
H -0.7112 5.4740 -2.6612
H 0.4595 4.1575 -2.4039
```

Values from the calculation:
Kohn-Sham gap in eV: 5.14
Lowest unoccupied orbital energy in eV: 3.9
Spin multiplicity: 1
Total charge: -2
HOMO in eV: -1.27

Here are the Mulliken charges for atoms 1 to 4, given in e: -1.7641, -2.2599, 2.2330, -2.4912

***

Number 1: largest force on an atom 0.0353 hartree/bohr, molar mass 961.443 g mol⁻¹. Number 2: largest force on an atom 0.0169 hartree/bohr, molar mass 681.812 g mol⁻¹. Number 3: largest force on an atom 0.0331 hartree/bohr, molar mass 631.665 g mol⁻¹. Number 4: largest force on an atom 0.0209 hartree/bohr, molar mass 640.779 g mol⁻¹. Number 5: largest force on an atom 0.0183 hartree/bohr, molar mass 865.802 g mol⁻¹.